ORCA calculation (ωB97M-V/def2-TZVPD) on a molecular structure, C38H51N3OOsP2Se.

ORCA input file:
```
! wB97M-V def2-TZVPD RIJCOSX def2/J DEFGRID3
* xyz 2 5
Os -0.4393 -0.4358 -0.2252
C 1.4086 -2.9996 2.3369
C 0.2359 -2.3055 3.0438
C 0.4965 -2.2300 4.5495
P -0.0924 -0.6680 2.2392
C -1.3534 0.2124 3.2995
C -0.8379 1.4936 3.9606
C -2.6064 0.5144 2.4728
C 1.5346 0.1543 2.3325
C 2.1690 0.5072 3.5138
C 3.4466 1.0703 3.5288
C 4.1191 1.4340 4.8205
C 4.0827 1.2794 2.3022
C 3.4774 0.9473 1.1111
C 2.1967 0.3671 1.1031
N 1.5091 0.0685 -0.0584
C 2.0489 0.3686 -1.3442
C 3.2498 -0.1412 -1.8135
C 3.7098 0.2434 -3.0637
C 3.0029 1.1481 -3.8543
C 3.5376 1.6144 -5.1807
C 1.7738 1.6175 -3.3859
C 1.2830 1.2287 -2.1495
P -0.3011 1.6541 -1.3494
C -1.5144 2.2564 -2.5749
C -1.7241 1.1825 -3.6500
C -1.2072 3.6265 -3.1883
C 0.0685 2.9821 -0.1179
C 1.1477 3.9587 -0.5852
C -1.2209 3.6878 0.3223
H 1.3827 -4.0738 2.5250
H 2.3559 -2.6138 2.7171
H 1.4017 -2.8497 1.2594
H -0.6866 -2.8716 2.8787
H 1.4843 -1.8191 4.7552
H 0.4765 -3.2427 4.9558
H -0.2513 -1.6509 5.0914
H -1.6322 -0.5095 4.0676
H -0.3340 2.1471 3.2439
H -0.1531 1.2940 4.7816
H -1.6849 2.0426 4.3731
H -2.3650 1.0987 1.5832
H -3.3118 1.0903 3.0739
H -3.1091 -0.3958 2.1514
H 1.6662 0.3576 4.4589
H 3.4020 1.5276 5.6342
H 4.6693 2.3701 4.7275
H 4.8425 0.6635 5.0987
H 5.0699 1.7259 2.2865
H 3.9886 1.1519 0.1816
H 3.8131 -0.8439 -1.2106
H 4.6428 -0.1652 -3.4333
H 4.5820 1.3364 -5.3078
H 3.4571 2.6983 -5.2681
H 2.9701 1.1780 -6.0053
H 1.2093 2.2952 -4.0131
H -2.4297 2.3436 -1.9860
H -0.8705 1.1292 -4.3266
H -2.6051 1.4256 -4.2455
H -1.8729 0.1922 -3.2168
H -0.2462 3.6533 -3.6999
H -1.2226 4.4262 -2.4518
H -1.9768 3.8508 -3.9290
H 0.4581 2.4310 0.7427
H 0.8313 4.5233 -1.4631
H 2.0833 3.4509 -0.8206
H 1.3477 4.6737 0.2151
H -1.5376 4.4346 -0.4046
H -1.0469 4.2074 1.2655
H -2.0484 2.9915 0.4765
Se -2.6919 -1.2036 -0.5940
C -4.3110 -0.2044 -0.4023
C -5.2523 -0.7118 0.4846
C -6.4934 -0.0979 0.5797
C -6.7961 0.9941 -0.2226
C -5.8578 1.4765 -1.1246
C -4.6067 0.8828 -1.2144
H -5.0228 -1.5829 1.0865
H -7.2305 -0.4868 1.2707
H -7.7682 1.4641 -0.1544
H -6.1070 2.3080 -1.7716
H -3.8815 1.2470 -1.9259
N 0.5295 -7.1468 -3.0842
C 0.7957 -6.6719 -1.8495
O 1.2564 -7.3193 -0.9365
C 0.4810 -5.2154 -1.6031
C -0.3888 -4.9026 -0.5644
C -0.5741 -3.5832 -0.2215
N 0.0512 -2.5764 -0.8588
C 0.8763 -2.8798 -1.8661
C 1.1206 -4.1803 -2.2646
H 0.7168 -8.1191 -3.2710
H 0.1277 -6.5821 -3.8106
H -0.8950 -5.6863 -0.0171
H -1.2126 -3.3172 0.6079
H 1.3635 -2.0494 -2.3618
H 1.8207 -4.3674 -3.0681
*
```

Computed properties:
lowest unoccupied orbital energy (spin up / spin down)	-4.801 / -7.289	eV
ΔE to the lowest compared entry with this formula, charge and spin	35.7	kJ/mol
⟨S²⟩	6.04
highest occupied orbital energy (spin up / spin down)	-12.79 / -13.48	eV

Results of the Mulliken charge analysis, in e, for atoms 1 through 4: number 1, Os, carries 2.971; number 2, C, carries -1.540; number 3, C, carries 0.350; number 4, C, carries -1.465


ORCA calculation (ωB97M-V/def2-TZVPD) on 10 unconnected molecules or ions with the total composition C38H52BNO30P.

ORCA input file:
```
! wB97M-V def2-TZVPD RIJCOSX def2/J DEFGRID3
* xyz -1 1
C -6.3738 -6.1765 -2.3297
C -6.2210 -4.7388 -1.8881
O -6.8250 -4.2357 -0.9858
O -5.3053 -4.0443 -2.6437
C -4.2576 -3.3856 -1.9137
O -3.7308 -4.0248 -1.0526
C -3.9182 -2.0379 -2.4336
B -3.2300 -1.0312 -1.3178
C -1.6113 -1.0860 -1.3517
C -0.8229 -1.0043 -0.1995
C 0.5634 -1.0215 -0.2741
C 1.1681 -1.1183 -1.5236
N 0.4580 -1.1929 -2.6462
C -0.8702 -1.1763 -2.5420
P -3.9012 0.7887 -1.6593
C -2.9049 1.3263 -3.1313
C -3.0727 1.8425 -0.3873
H -7.4231 -6.4696 -2.2678
H -6.0040 -6.3307 -3.3425
H -5.7871 -6.7928 -1.6434
H -4.8351 -1.6005 -2.8484
H -3.2645 -2.2196 -3.3000
H -3.6020 -1.3375 -0.1995
H -1.3225 -0.9279 0.7641
H 1.1843 -0.9612 0.6161
H 2.2510 -1.1152 -1.6161
H -1.4004 -1.2345 -3.4910
H -2.9732 0.5584 -3.9084
H -1.8433 1.4458 -2.8774
H -3.2826 2.2764 -3.5118
H -2.1169 1.4409 -0.0328
H -3.7387 1.9507 0.4730
H -2.8956 2.8299 -0.8254
C -1.1706 -1.2916 5.2214
C -2.2098 -2.2977 4.7585
O -3.0950 -1.4822 3.9879
C -2.4068 -0.3976 3.5533
O -2.8065 0.3843 2.7577
O -1.2011 -0.3301 4.1654
H -0.1706 -1.6960 5.3317
H -1.4608 -0.8056 6.1541
H -1.7889 -3.0703 4.1121
H -2.7626 -2.7629 5.5709
C 4.4031 1.5138 2.3761
C 3.3341 2.1772 1.5320
O 3.5540 1.5719 0.2482
C 4.1557 0.3812 0.4361
O 4.3007 -0.4509 -0.4006
O 4.5672 0.2522 1.7187
H 4.1028 1.3534 3.4053
H 5.3568 2.0474 2.3447
H 2.3291 1.9269 1.8733
H 3.4437 3.2555 1.4690
C -2.6141 -5.7074 -4.5045
C -1.4770 -5.6979 -3.5079
O -0.6528 -6.7745 -3.9906
C -0.9125 -6.9589 -5.3020
O -0.2811 -7.6618 -6.0263
O -1.9927 -6.2392 -5.6831
H -3.0191 -4.7191 -4.7035
H -3.4249 -6.3756 -4.2096
H -0.9025 -4.7715 -3.5416
H -1.7956 -5.8832 -2.4865
C 0.6009 4.1169 -5.5426
C -0.5586 3.7697 -6.4604
O -1.6466 3.6821 -5.5400
C -1.3561 4.4198 -4.4482
O -2.1241 4.6870 -3.5850
O -0.0559 4.8136 -4.4796
H 1.3417 4.7689 -5.9984
H 1.0892 3.2304 -5.1348
H -0.7737 4.5578 -7.1831
H -0.4424 2.8256 -6.9842
C 4.0236 -1.4078 6.6493
C 3.0453 -2.4598 6.1626
O 2.0977 -1.6813 5.4184
C 2.7023 -0.5339 5.0281
O 2.2420 0.2433 4.2566
O 3.9034 -0.4033 5.6301
H 5.0410 -1.7818 6.7059
H 3.7232 -0.9708 7.6027
H 3.5107 -3.1726 5.4843
H 2.5355 -2.9897 6.9629
C 6.6159 6.1307 -0.2811
C 5.4620 5.6002 -1.1149
O 4.5707 5.1076 -0.1112
C 4.8318 5.7402 1.0515
O 4.1660 5.6590 2.0319
O 5.9672 6.4722 0.9492
H 7.0930 7.0134 -0.6973
H 7.3676 5.3661 -0.0787
H 4.9549 6.3891 -1.6724
H 5.7311 4.7909 -1.7871
C 6.7081 -6.6374 5.4559
C 5.5150 -5.9961 4.7683
O 5.2567 -4.8694 5.6181
C 6.3937 -4.5547 6.2783
O 6.5462 -3.5672 6.9226
O 7.3224 -5.5159 6.1032
H 7.4183 -7.0949 4.7739
H 6.4112 -7.3581 6.2190
H 5.7535 -5.6288 3.7699
H 4.6329 -6.6278 4.7260
C -1.3400 2.5852 5.6135
C -1.2321 3.7030 6.6360
O -1.0392 2.9807 7.8625
C -0.5332 1.7617 7.5629
O -0.1201 0.9834 8.3650
O -0.5685 1.5514 6.2372
H -0.9134 2.8171 4.6428
H -2.3614 2.2265 5.4810
H -0.3593 4.3354 6.4676
H -2.1232 4.3189 6.7142
C -5.0212 6.2762 -8.7465
C -4.4580 5.9266 -7.3800
O -3.4994 4.9163 -7.7062
C -3.1226 5.0714 -8.9907
O -2.2102 4.5095 -9.5058
O -3.9225 5.9707 -9.6134
H -5.2924 7.3219 -8.8597
H -5.8671 5.6438 -9.0198
H -3.9380 6.7633 -6.9113
H -5.1882 5.5182 -6.6879
*
```

Computed properties:
lowest unoccupied orbital energy	1.531	eV
highest occupied orbital energy	-3.59	eV

Results of the Mulliken charge analysis, in e, for atoms 1 through 4: number 1, C, carries -1.043; number 2, C, carries 0.802; number 3, O, carries -0.539; number 4, O, carries -0.283


ORCA calculation (ωB97M-V/def2-TZVPD) on a molecular structure, C38H52F6HfN8O4P4SbTe.

ORCA input file:
```
! wB97M-V def2-TZVPD RIJCOSX def2/J DEFGRID3
* xyz 4 2
Hf 2.0192 0.2618 1.3002
C 0.8197 3.2001 4.7270
N 1.0578 3.9917 3.5095
C 1.0378 5.4453 3.6665
P 1.8062 3.1932 2.3154
O 1.0404 1.9499 1.9176
O 1.6548 4.1065 0.9595
P 1.3413 3.3161 -0.4219
O 1.9626 1.9437 -0.4190
N 2.0066 4.2659 -1.5658
C 2.9895 3.8113 -2.5411
C 1.5645 5.6533 -1.6818
N -0.3057 3.3123 -0.5354
C -0.8239 3.2000 -1.8974
C -1.1940 4.0022 0.3974
N 3.4215 3.0506 2.5251
C 4.2717 2.2611 1.6253
C 4.1630 4.0040 3.3573
H 1.6142 3.3379 5.4642
H 0.7642 2.1426 4.4708
H -0.1217 3.5150 5.1776
H 1.7628 5.7876 4.4078
H 0.0469 5.7442 4.0100
H 1.2439 5.9303 2.7148
H 3.2782 2.7872 -2.3159
H 3.8766 4.4463 -2.5044
H 2.5873 3.8608 -3.5561
H 0.9111 5.9121 -0.8495
H 1.0346 5.8224 -2.6221
H 2.4265 6.3215 -1.6590
H -0.9657 4.1791 -2.3645
H -1.7900 2.6924 -1.8787
H -0.1346 2.6164 -2.5087
H -0.7907 3.9586 1.4054
H -2.1614 3.4953 0.3892
H -1.3597 5.0481 0.1226
H 3.6543 1.6768 0.9366
H 4.8951 1.5833 2.2086
H 4.9126 2.9296 1.0451
H 3.5597 4.3341 4.1990
H 4.4824 4.8734 2.7772
H 5.0482 3.5039 3.7488
Te -1.4649 -3.6890 -2.6702
C -3.6106 -4.0013 -2.4807
C -3.9542 -5.3496 -2.3854
C -5.3060 -5.6769 -2.2954
N -6.1757 -4.7039 -2.3101
C -5.9209 -3.4239 -2.4016
C -4.5938 -3.0149 -2.5022
C -1.0427 -2.3123 -1.2652
P 0.5804 -2.2531 -0.3753
C 1.7190 -3.1836 -1.4300
C 2.6857 -4.0086 -0.8584
C 3.5688 -4.7006 -1.6768
C 3.4788 -4.5919 -3.0581
C 2.5025 -3.7837 -3.6296
C 1.6256 -3.0788 -2.8209
C -0.3106 -3.4404 0.7333
C -0.3192 -4.7995 0.4009
C -0.7206 -5.7328 1.3328
C -1.1689 -5.3103 2.5878
C -1.1892 -3.9591 2.9078
C -0.7802 -3.0136 1.9813
P -1.8286 -0.7489 -0.8357
C -2.6315 -0.6973 0.7522
C -3.7110 -1.5443 1.0164
C -4.3369 -1.4791 2.2475
C -3.8896 -0.5721 3.2033
C -2.8173 0.2688 2.9329
C -2.1775 0.2141 1.7047
C -2.7697 -0.0439 -2.1689
C -2.2555 -0.0448 -3.4700
C -2.9846 0.5464 -4.4855
C -4.2148 1.1378 -4.2073
C -4.7249 1.1345 -2.9144
C -4.0051 0.5465 -1.8859
H -3.2187 -6.1433 -2.3961
H -5.6573 -6.7059 -2.2275
H -6.7582 -2.7284 -2.4151
H -4.3722 -1.9625 -2.6234
H 2.7655 -4.1189 0.2146
H 4.3302 -5.3210 -1.2237
H 4.1705 -5.1332 -3.6896
H 2.4401 -3.6876 -4.7057
H 0.9274 -2.3811 -3.2728
H 0.0214 -5.1362 -0.5721
H -0.6873 -6.7869 1.0922
H -1.5114 -6.0434 3.3069
H -1.5199 -3.6290 3.8836
H -0.7709 -1.9686 2.2524
H -4.0463 -2.2496 0.2644
H -5.1706 -2.1320 2.4681
H -4.3842 -0.5236 4.1645
H -2.4706 0.9654 3.6839
H -1.3246 0.8492 1.5032
H -1.2916 -0.4923 -3.6821
H -2.6038 0.5474 -5.4980
H -4.7767 1.6103 -5.0023
H -5.6861 1.5860 -2.7084
H -4.3957 0.5402 -0.8750
F 1.9484 -2.1251 0.9757
Sb 3.1252 -1.7777 3.4948
F 4.7443 -1.0423 4.1480
F 0.6943 -0.5651 2.4710
F 2.6590 0.6135 3.2526
F 4.1565 -3.0270 2.4485
F 3.7988 -0.6134 1.6458
O -0.4755 0.0974 -0.7697
N 0.5978 -0.6336 -0.1186
N 3.4269 -0.3831 -0.7860
N 2.7451 -0.3671 -2.0408
H 4.3368 0.0701 -0.8525
H 3.6339 -1.3554 -0.5733
H 3.3836 -0.5623 -2.8046
H 2.3517 0.5582 -2.1632
*
```

Computed properties:
lowest unoccupied orbital energy (spin up / spin down)	-12.832 / -14.168	eV
⟨S²⟩	0.76
highest occupied orbital energy (spin up / spin down)	-17.45 / -17.45	eV

Results of the Mulliken charge analysis, in e, for atoms 1 through 4: number 1, Hf, carries 1.467; number 2, C, carries -0.704; number 3, N, carries 0.599; number 4, C, carries -1.022


ORCA calculation (ωB97M-V/def2-TZVPD) on a molecular structure, C38H52IIrN2O8P2S2.

ORCA input file:
```
! wB97M-V def2-TZVPD RIJCOSX def2/J DEFGRID3
* xyz 2 5
Ir 0.8236 0.0121 -0.3042
S 1.7049 -0.2914 1.9256
C 0.3247 -0.8277 2.7305
N 0.3570 -1.0079 4.0932
C -0.7291 -1.6979 4.7929
C -1.4783 -2.7421 3.8490
N -1.5772 -2.2708 2.4978
C -2.2540 -3.1562 1.5575
C -3.7463 -3.0052 1.2434
C -4.2062 -4.1432 0.6198
C -5.4754 -4.2581 0.1771
C -6.3407 -3.2371 0.4429
C -5.8788 -2.0532 1.0159
C -4.5529 -1.8705 1.4765
C -0.7846 -1.2660 2.0592
S -1.1926 -0.6815 0.4306
C 0.8994 0.0968 4.8857
C 2.1803 -0.1479 5.6412
C 3.3800 -0.7408 5.1916
C 4.3494 -1.0989 6.0719
C 4.2254 -0.7969 7.4410
C 3.0856 -0.1579 7.8973
C 2.0452 0.1788 7.0258
H -1.4166 -0.8804 5.2670
H -0.2452 -2.1443 5.7253
H -2.5076 -2.8283 4.3055
H -1.0329 -3.7471 3.9594
H -2.1027 -4.2326 1.7796
H -1.5484 -3.0362 0.6849
H -3.4726 -4.9697 0.6704
H -5.8207 -5.0303 -0.5445
H -7.3926 -3.3897 0.1421
H -6.4399 -1.1509 1.0401
H -4.2376 -0.9468 1.8972
H 0.1143 0.3420 5.5874
H 1.0716 1.0128 4.2709
H 3.4130 -1.0009 4.1500
H 5.2378 -1.5894 5.7233
H 5.0075 -1.0813 8.1354
H 2.9152 0.0574 8.9271
H 1.1706 0.7072 7.4347
C -3.3082 -0.4910 -3.1320
C -2.0812 -0.4285 -4.0236
C -2.5407 -0.7340 -5.4553
O -1.5109 0.9515 -4.0069
P -0.1286 1.3111 -3.3971
O 0.2881 0.2490 -2.3524
C -0.3257 2.9283 -2.6124
P -0.4023 3.0099 -0.7866
O 0.6595 2.0654 -0.1450
O -1.7996 2.5951 -0.2582
C -3.1831 3.0072 -0.4470
C -3.3419 4.5288 -0.1159
C -3.9982 2.1211 0.4839
O -0.0158 4.4787 -0.4556
C 1.1509 5.0707 0.2909
C 0.7966 6.4487 0.7784
C 2.2576 5.1639 -0.7352
O 0.8957 1.5190 -4.5637
C 1.9863 0.6603 -5.0554
C 1.5711 -0.7763 -5.0333
C 3.2837 0.9631 -4.2734
H -3.9972 -1.3157 -3.4554
H -3.9043 0.4388 -3.1042
H -3.0978 -0.7126 -2.0903
H -1.3724 -1.1611 -3.6685
H -3.3210 -0.0539 -5.7466
H -2.9684 -1.7687 -5.5398
H -1.7458 -0.5966 -6.1878
H -1.2198 3.4024 -3.0964
H 0.4975 3.5889 -2.9801
H -3.3733 2.7343 -1.4867
H -3.0936 4.6592 0.9706
H -4.4158 4.7874 -0.3003
H -2.6660 5.2497 -0.6394
H -3.9959 2.5136 1.4925
H -3.6007 1.1086 0.4667
H -5.0441 2.0655 0.1241
H 1.3764 4.3160 1.0573
H 0.4776 6.9704 -0.0841
H 1.6474 6.9436 1.2315
H -0.0176 6.4049 1.5223
H 1.8430 5.6106 -1.6461
H 2.6821 4.1597 -0.9225
H 3.0506 5.8037 -0.3525
H 2.1518 1.0795 -6.0553
H 1.1403 -1.0415 -4.0949
H 2.4350 -1.4385 -5.2668
H 0.7729 -0.9845 -5.7799
H 3.3135 0.5536 -3.2632
H 3.5585 2.0294 -4.1870
H 4.0585 0.4332 -4.8346
I 6.7863 -5.5442 -3.7646
C 5.5356 -4.2109 -2.7122
C 6.0232 -3.0715 -2.1135
C 5.1251 -2.1129 -1.6004
C 3.7645 -2.3225 -1.6519
C 3.2557 -3.5923 -2.1121
C 4.1470 -4.4076 -2.7736
C 2.8257 -1.2921 -1.2104
O 3.0298 -0.0297 -0.9630
O 1.5821 -1.7563 -1.0469
H 7.0722 -2.8033 -2.1404
H 5.5403 -1.1420 -1.3376
H 2.2249 -3.7233 -2.0102
H 3.7902 -5.3412 -3.2677
*
```

Computed properties:
lowest unoccupied orbital energy (spin up / spin down)	-5.471 / -8.442	eV
ΔE to the lowest compared entry with this formula, charge and spin	387.5	kJ/mol
⟨S²⟩	6.03
highest occupied orbital energy (spin up / spin down)	-9.99 / -12.71	eV

Results of the Mulliken charge analysis, in e, for atoms 1 through 4: number 1, Ir, carries 3.903; number 2, S, carries -0.145; number 3, C, carries -0.062; number 4, N, carries 0.439


How do the records compare in strongest force on any atom? In the order shown, they have 0.64, 0.60, 2.68, 3.68 eV/A.
How do the records compare in molecular weight? In the order shown, they have 896.984, 1044.597, 1350.620, 1110.043 Da.